Entry 1:
# C4H4O

C4H4O in the gas phase (ωB97M-V with the def2-TZVPD basis set, OMol25).

Last column: natural (NBO) charge in e.
CARTESIAN COORDINATES (ANGSTROEM)
C1 1.776 0.527 -0.637  -0.386
C2 0.995 -0.306 0.007  -0.078
C3 -0.228 -0.641 0.270  0.226
C4 -1.554 -0.176 0.531  -0.123
O1 -1.151 -1.592 0.528  -0.433
H1 1.431 0.859 -1.611  0.201
H2 2.695 0.955 -0.253  0.205
H3 -1.790 0.275 1.488  0.195
H4 -2.174 0.098 -0.322  0.192

For the frontier orbital gap, the calculation gives 9.7 eV. The energy relative to the best compared isomer or geometry (same formula, charge and spin) comes out at 3.261 eV. As for the LUMO energy: 0.72 eV. Its SMILES is C=C=C1CO1.

Entry 2:
# C51H88As3Ge2N2O6P2RbS2

A molecular structure, C51H88As3Ge2N2O6P2RbS2 (ωB97M-V with the def2-TZVPD basis set, OMol25).

Last column: Löwdin charge in e.
CARTESIAN COORDINATES (ANGSTROEM)
Rb1 1.100 -0.523 1.487  0.693
C1 -1.453 2.250 5.412  -0.329
As1 -0.389 1.097 4.217  1.101
C2 1.260 1.323 5.260  -0.319
C3 -0.743 -0.715 4.986  -0.361
C4 -2.100 -1.435 4.877  -0.674
C5 -1.952 -2.733 5.692  -0.109
C6 -2.473 -1.849 3.445  -0.348
As2 -2.255 -0.648 1.872  1.047
C7 -3.468 -1.711 0.756  -0.311
C8 -3.575 0.763 2.257  -0.326
C9 -3.190 -0.555 5.505  -0.380
As3 -4.856 -1.415 6.133  1.108
C10 -6.005 -1.292 4.543  -0.349
C11 -5.550 0.226 6.975  -0.363
H1 -1.359 1.948 6.458  0.017
H2 -2.503 2.265 5.128  -0.003
H3 -1.048 3.255 5.284  0.006
H4 1.077 1.081 6.309  0.018
H5 1.578 2.360 5.165  0.010
H6 2.043 0.686 4.850  0.013
H7 -0.466 -0.670 6.047  0.069
H8 0.011 -1.347 4.497  0.074
H9 -1.083 -3.292 5.342  0.083
H10 -2.830 -3.375 5.586  0.051
H11 -1.820 -2.518 6.758  0.076
H12 -3.513 -2.198 3.443  0.053
H13 -1.853 -2.703 3.152  0.060
H14 -4.469 -1.722 1.194  0.020
H15 -3.084 -2.728 0.680  0.004
H16 -3.521 -1.258 -0.234  -0.003
H17 -4.455 0.369 2.769  -0.007
H18 -3.873 1.165 1.290  -0.019
H19 -3.128 1.570 2.840  -0.004
H20 -3.465 0.259 4.831  0.044
H21 -2.789 -0.095 6.416  0.066
H22 -5.721 -2.036 3.801  0.004
H23 -5.951 -0.302 4.092  0.010
H24 -7.033 -1.488 4.852  0.008
H25 -4.983 0.443 7.880  0.007
H26 -6.597 0.087 7.244  0.006
H27 -5.465 1.071 6.290  0.021
C12 2.653 5.382 2.235  -0.035
C13 2.015 4.100 2.725  -0.330
N1 0.809 4.010 3.138  0.043
O1 0.033 5.172 3.049  -0.075
C14 2.850 2.898 2.763  -0.387
C15 4.249 2.993 3.309  -0.051
N2 2.325 1.781 2.361  -0.203
O2 3.055 0.706 2.473  -0.446
H28 2.066 5.864 1.447  0.073
H29 3.627 5.167 1.805  0.076
H30 2.778 6.099 3.051  0.086
H31 0.450 5.779 2.419  0.050
H32 4.333 3.775 4.068  0.071
H33 4.997 3.194 2.534  0.068
H34 4.502 2.026 3.747  0.067
C16 1.163 3.732 -1.765  -0.185
C17 2.465 3.422 -1.039  -0.362
Ge1 3.330 1.727 -1.555  0.889
C18 4.754 1.344 -0.252  -0.364
C19 5.286 -0.081 -0.282  -0.178
C20 4.079 1.854 -3.391  -0.224
C21 3.467 0.922 -4.146  -0.353
Ge2 2.154 0.046 -2.927  0.917
C22 2.365 -1.904 -2.761  -0.356
C23 3.780 -2.442 -2.925  -0.158
C24 0.285 0.414 -3.400  -0.371
C25 -0.174 -0.180 -4.728  -0.162
C26 3.740 0.640 -5.568  -0.230
C27 4.512 1.487 -6.368  -0.044
C28 4.758 1.189 -7.697  -0.103
C29 4.237 0.033 -8.263  -0.115
C30 3.463 -0.815 -7.486  -0.089
C31 3.217 -0.511 -6.157  -0.053
H35 0.751 4.699 -1.465  0.062
H36 0.399 2.982 -1.553  0.034
H37 1.306 3.757 -2.849  0.061
H38 2.299 3.370 0.039  0.032
H39 3.208 4.208 -1.219  0.060
H40 4.356 1.560 0.740  0.019
H41 5.558 2.060 -0.462  0.060
H42 4.493 -0.799 -0.065  0.060
H43 6.068 -0.227 0.466  0.066
H44 5.709 -0.329 -1.259  0.055
H45 4.860 2.506 -3.785  0.042
H46 1.699 -2.352 -3.507  0.047
H47 1.981 -2.203 -1.782  0.027
H48 4.178 -2.248 -3.924  0.053
H49 3.805 -3.520 -2.751  0.066
H50 4.458 -1.985 -2.205  0.043
H51 0.118 1.491 -3.395  0.026
H52 -0.336 0.024 -2.591  0.013
H53 0.368 0.253 -5.573  0.060
H54 -1.237 0.012 -4.884  0.056
H55 -0.028 -1.263 -4.760  0.052
H56 4.914 2.396 -5.940  0.098
H57 5.356 1.864 -8.298  0.093
H58 4.427 -0.199 -9.304  0.090
H59 3.044 -1.716 -7.916  0.098
H60 2.606 -1.175 -5.557  0.092
S1 -5.630 1.255 -2.085  0.091
P1 -3.864 2.151 -2.154  -0.040
S2 -2.310 1.461 -1.142  0.240
C32 -4.098 3.930 -1.742  -0.383
C33 -3.382 4.534 -0.718  -0.107
C34 -3.588 5.874 -0.414  -0.097
C35 -4.501 6.621 -1.142  -0.117
C36 -5.218 6.021 -2.172  -0.106
C37 -5.022 4.683 -2.463  -0.109
C38 -3.300 2.298 -3.900  -0.383
C39 -3.886 1.558 -4.916  -0.118
C40 -3.377 1.613 -6.207  -0.109
C41 -2.284 2.416 -6.493  -0.117
C42 -1.697 3.166 -5.480  -0.098
C43 -2.200 3.102 -4.193  -0.108
H61 -2.664 3.940 -0.167  0.061
H62 -3.030 6.331 0.393  0.094
H63 -4.659 7.667 -0.908  0.088
H64 -5.936 6.599 -2.741  0.090
H65 -5.596 4.203 -3.247  0.095
H66 -4.742 0.939 -4.675  0.056
H67 -3.833 1.020 -6.991  0.092
H68 -1.882 2.452 -7.498  0.091
H69 -0.835 3.786 -5.693  0.097
H70 -1.724 3.660 -3.394  0.099
C44 -1.268 -3.401 -1.778  -0.014
C45 -0.597 -4.671 -1.265  -0.625
C46 -0.309 -5.625 -2.421  -0.033
C47 -1.446 -5.370 -0.209  -0.033
O3 0.702 -4.328 -0.756  -0.176
P2 1.015 -3.606 0.664  0.201
O4 2.287 -2.856 0.452  -0.384
O5 -0.183 -2.888 1.188  -0.446
O6 1.248 -4.867 1.670  -0.166
C48 2.473 -5.608 1.793  -0.636
C49 3.484 -4.791 2.594  -0.030
C50 3.044 -5.988 0.429  -0.036
C51 2.076 -6.866 2.563  -0.040
H71 -2.258 -3.620 -2.183  0.093
H72 -0.660 -2.953 -2.565  0.075
H73 -1.374 -2.680 -0.970  0.064
H74 -1.234 -5.894 -2.933  0.082
H75 0.168 -6.534 -2.054  0.076
H76 0.362 -5.146 -3.135  0.081
H77 -2.417 -5.631 -0.637  0.086
H78 -1.601 -4.720 0.648  0.064
H79 -0.954 -6.282 0.131  0.081
H80 3.703 -3.863 2.074  0.072
H81 4.407 -5.360 2.727  0.081
H82 3.075 -4.556 3.577  0.087
H83 3.289 -5.096 -0.144  0.073
H84 2.320 -6.574 -0.138  0.080
H85 3.950 -6.581 0.567  0.082
H86 1.648 -6.593 3.527  0.082
H87 2.946 -7.503 2.731  0.079
H88 1.330 -7.428 2.001  0.079

For the frontier orbital gap, the calculation gives 6.5 eV. The energy relative to the best compared isomer or geometry (same formula, charge and spin) comes out at 0.789 eV. As for the LUMO energy: 3.50 eV. The net charge is -2.

Entry 3:
# C9H9IN4O

C9H9IN4O in the gas phase at a distorted geometry (ωB97M-V with the def2-TZVPD basis set, OMol25).

Last column: natural (NBO) charge in e.
CARTESIAN COORDINATES (ANGSTROEM)
C1 -1.070 -1.935 -0.589  -0.535
C2 -1.767 -0.847 -0.289  0.459
O1 -1.204 0.414 -1.044  -0.370
N1 -0.315 1.038 -0.117  0.100
N2 -0.746 1.576 0.964  -0.028
N3 0.172 2.370 1.426  -0.232
C3 1.214 2.335 0.512  0.046
C4 2.399 3.115 0.412  -0.183
C5 3.169 2.926 -0.717  -0.234
C6 2.849 1.923 -1.677  -0.202
C7 1.686 1.230 -1.602  -0.215
C8 0.862 1.497 -0.533  0.060
N4 -2.804 -0.447 0.440  -0.575
C9 -3.282 -1.268 1.476  -0.434
I1 -4.234 0.847 -0.390  0.352
H1 -0.306 -1.718 -1.318  0.228
H2 -0.996 -2.947 -0.230  0.233
H3 2.527 3.956 1.170  0.235
H4 4.206 3.367 -0.713  0.221
H5 3.508 1.796 -2.511  0.218
H6 1.475 0.364 -2.248  0.227
H7 -3.937 -2.086 1.211  0.188
H8 -2.529 -1.647 2.173  0.224
H9 -3.959 -0.702 2.171  0.217

For the frontier orbital gap, the calculation gives 7.7 eV. The energy relative to the best compared isomer or geometry (same formula, charge and spin) comes out at 0.284 eV. As for the LUMO energy: -0.94 eV. Its SMILES is C=C(On1nnc2ccccc21)N(C)I.

Entry 4:
# C22H24ClN3O5S

C22H24ClN3O5S in the gas phase at a distorted geometry (ωB97M-V with the def2-TZVPD basis set, OMol25).

Last column: natural (NBO) charge in e.
CARTESIAN COORDINATES (ANGSTROEM)
C1 6.505 0.297 -0.633  -0.638
C2 5.563 1.325 -0.013  -0.062
O1 4.710 0.764 0.965  -0.493
C3 3.645 0.010 0.581  0.285
C4 2.931 -0.606 1.610  -0.233
C5 1.811 -1.365 1.355  -0.227
C6 1.339 -1.534 0.052  0.101
N1 0.182 -2.288 -0.218  -0.670
C7 -0.281 -2.444 -1.576  -0.343
C8 -0.969 -1.226 -2.203  0.672
O2 -1.652 -1.337 -3.202  -0.637
N2 -0.776 -0.059 -1.564  -0.644
C9 -1.282 1.204 -2.058  -0.264
C10 -1.916 2.007 -0.955  0.005
C11 -3.275 2.292 -0.968  -0.185
C12 -3.859 3.038 0.039  -0.200
C13 -3.089 3.509 1.087  -0.181
C14 -1.734 3.231 1.128  -0.242
C15 -1.161 2.485 0.113  -0.053
Cl1 0.551 2.149 0.197  -0.009
S1 -0.982 -2.764 0.903  2.368
O3 -1.662 -3.889 0.341  -0.926
O4 -0.409 -2.916 2.205  -0.931
C16 -2.117 -1.409 0.973  -0.569
C17 -3.347 -1.231 0.270  0.207
C18 -3.936 -2.098 -0.772  -0.676
N3 -3.937 -0.148 0.697  -0.140
O5 -3.156 0.404 1.663  -0.287
C19 -2.065 -0.346 1.840  0.481
C20 -1.075 0.049 2.863  -0.706
C21 2.068 -0.936 -0.977  -0.257
C22 3.201 -0.181 -0.721  -0.250
H1 7.098 -0.175 0.147  0.217
H2 5.947 -0.478 -1.154  0.212
H3 7.171 0.787 -1.336  0.216
H4 4.980 1.839 -0.787  0.168
H5 6.142 2.075 0.534  0.195
H6 3.280 -0.476 2.622  0.228
H7 1.303 -1.844 2.171  0.255
H8 0.540 -2.756 -2.230  0.238
H9 -1.008 -3.259 -1.569  0.279
H10 -0.131 -0.007 -0.790  0.428
H11 -2.010 0.974 -2.839  0.246
H12 -0.457 1.779 -2.500  0.208
H13 -3.878 1.915 -1.779  0.221
H14 -4.918 3.241 0.010  0.221
H15 -3.538 4.088 1.879  0.218
H16 -1.122 3.588 1.941  0.227
H17 -3.706 -3.138 -0.553  0.252
H18 -3.518 -1.854 -1.748  0.254
H19 -5.010 -1.942 -0.809  0.238
H20 -1.546 0.705 3.589  0.240
H21 -0.240 0.576 2.403  0.249
H22 -0.688 -0.844 3.348  0.261
H23 1.768 -1.040 -2.007  0.220
H24 3.715 0.259 -1.561  0.215

For the frontier orbital gap, the calculation gives 8.8 eV. The energy relative to the best compared isomer or geometry (same formula, charge and spin) comes out at 1.918 eV. As for the LUMO energy: 0.58 eV. Its SMILES is CCOc1ccc(N(CC(=O)NCc2ccccc2Cl)S(=O)(=O)c2c(C)noc2C)cc1.